(1)
{"formula": "C28H40AlF7O24P", "method": "wB97M-V/def2-TZVPD", "total_charge": -1, "total_energy_ha": -4179.745323, "e_homo_ev": -4.0, "lumo_energy_ev": 1.56, "symbols": ["C", "C", "C", "C", "C", "C", "C", "O", "Al", "P", "O", "O", "H", "H", "H", "H", "H", "H", "H", "H", "H", "H", "H", "H", "H", "H", "H", "H", "H", "H", "H", "C", "C", "O", "C", "O", "O", "F", "H", "H", "H", "C", "C", "O", "C", "O", "O", "F", "H", "H", "H", "C", "C", "O", "C", "O", "O", "F", "H", "H", "H", "C", "C", "O", "C", "O", "O", "F", "H", "H", "H", "C", "C", "O", "C", "O", "O", "F", "H", "H", "H", "C", "C", "O", "C", "O", "O", "F", "H", "H", "H", "C", "C", "O", "C", "O", "O", "F", "H", "H", "H"], "positions_angstrom": [[5.69512, 4.53151, -1.41279], [4.76089, 3.28336, -1.23645], [4.85402, 2.88765, 0.27155], [3.32749, 3.74845, -1.63297], [2.35696, 2.57487, -1.91217], [2.80326, 1.67741, -3.11436], [0.87381, 3.08605, -2.02219], [0.34212, 3.06372, -0.72026], [-1.07265, 4.22452, -0.48295], [-3.01669, 2.96033, -1.04799], [-3.89185, 2.83951, 0.43490], [-3.94370, 4.07832, -1.99602], [5.37014, 5.26082, -0.64579], [5.53268, 4.99488, -2.39649], [6.74038, 4.24578, -1.21721], [5.10164, 2.42921, -1.84863], [4.34113, 1.93748, 0.49046], [4.42400, 3.71834, 0.85644], [5.92139, 2.78138, 0.53156], [3.39885, 4.35006, -2.55761], [2.93874, 4.37942, -0.81376], [2.35945, 1.94529, -0.99963], [1.95806, 1.47758, -3.78975], [3.63577, 2.19373, -3.63100], [3.22461, 0.75074, -2.68666], [0.86966, 4.10789, -2.46268], [0.35069, 2.39118, -2.71208], [-0.98004, 5.57855, -1.31659], [-1.18101, 4.55125, 1.08894], [-4.58526, 2.19203, 0.29612], [-4.05450, 4.83076, -1.41120], [-0.17009, 8.60279, 0.77542], [0.24755, 9.64393, -0.22241], [1.49341, 9.15515, -0.67700], [1.43608, 7.79511, -0.55579], [2.18847, 7.04948, -1.08019], [0.40311, 7.41735, 0.23530], [0.43722, 10.85880, 0.36768], [0.24574, 8.78965, 1.76858], [-1.25174, 8.50930, 0.85773], [-0.43269, 9.75397, -1.07006], [-4.32420, -0.43231, 2.59895], [-5.26669, 0.72784, 2.60202], [-6.29393, 0.29792, 3.49026], [-5.69994, -0.55067, 4.36535], [-6.18388, -0.89333, 5.39859], [-4.48514, -0.94882, 3.92678], [-5.80293, 0.93799, 1.37195], [-4.60633, -1.19937, 1.87387], [-3.30123, -0.13194, 2.41334], [-4.83392, 1.65376, 2.96631], [-3.09069, 2.45057, 5.45548], [-1.64431, 2.51380, 5.85493], [-1.14170, 1.26991, 5.39960], [-1.89814, 0.91794, 4.32861], [-1.59843, 0.07680, 3.54943], [-3.04087, 1.65908, 4.26626], [-1.50394, 2.57896, 7.20471], [-3.70760, 1.94657, 6.20345], [-3.51310, 3.43321, 5.25305], [-1.08249, 3.32658, 5.38964], [1.57564, -1.99860, -0.13349], [2.18649, -3.10429, -0.94717], [3.01266, -2.40096, -1.85907], [3.38624, -1.25299, -1.22317], [4.27169, -0.55151, -1.57295], [2.61311, -1.01826, -0.13820], [1.24395, -3.79143, -1.64923], [0.67993, -1.58446, -0.60146], [1.33266, -2.30716, 0.88157], [2.79408, -3.80673, -0.37114], [3.13289, -4.80689, -4.49243], [3.26548, -4.66979, -5.98143], [4.67209, -4.68370, -6.16987], [5.18902, -5.42057, -5.15173], [6.28755, -5.86239, -5.13427], [4.27994, -5.59975, -4.15838], [2.77428, -3.48666, -6.41896], [3.19346, -3.84616, -3.97756], [2.21100, -5.30677, -4.19833], [2.81238, -5.48466, -6.55215], [-8.49445, -4.22935, 5.84937], [-7.05391, -4.14917, 6.26335], [-6.53551, -5.39882, 5.83273], [-7.28222, -5.77152, 4.75903], [-6.97565, -6.61914, 3.99174], [-8.42373, -5.04033, 4.67490], [-6.92938, -4.06379, 7.61424], [-9.11409, -4.72728, 6.59886], [-8.92213, -3.25309, 5.62890], [-6.49569, -3.33756, 5.79155], [3.11573, -8.49136, -4.01549], [3.15451, -9.98116, -4.20090], [1.81596, -10.36294, -3.92982], [1.03654, -9.29992, -4.27028], [-0.13432, -9.35031, -4.42455], [1.78115, -8.17274, -4.41832], [3.97403, -10.57513, -3.29726], [3.26163, -8.19829, -2.97403], [3.84508, -7.97253, -4.63117], [3.42921, -10.30392, -5.20797]]}

---

(2)
{"formula": "C23H23FN6", "method": "wB97M-V/def2-TZVPD", "smiles": "Cc1ccc(-n2ncc3c(N4CCN(c5ccc(F)cc5)CC4)ncnc32)c(C)c1", "total_energy_ha": -1318.664662, "e_homo_ev": -7.8, "lumo_energy_ev": 0.62, "symbols": ["C", "C", "C", "C", "C", "N", "N", "C", "C", "C", "N", "C", "C", "N", "C", "C", "C", "C", "F", "C", "C", "C", "C", "N", "C", "N", "C", "C", "C", "C", "H", "H", "H", "H", "H", "H", "H", "H", "H", "H", "H", "H", "H", "H", "H", "H", "H", "H", "H", "H", "H", "H", "H"], "positions_angstrom": [[-7.31144, -2.04073, -0.70663], [-6.00373, -1.37531, -0.40330], [-4.87560, -1.62615, -1.17230], [-3.68002, -0.99739, -0.88837], [-3.59107, -0.09691, 0.16730], [-2.35090, 0.51445, 0.41898], [-1.95236, 0.85481, 1.65690], [-0.75242, 1.36745, 1.57347], [-0.30257, 1.38535, 0.23166], [0.79559, 1.80008, -0.55875], [1.92559, 2.34622, -0.06019], [2.35171, 2.14690, 1.30716], [3.84446, 1.75460, 1.30478], [4.15815, 0.92228, 0.17162], [3.99567, -0.45066, 0.21481], [4.47754, -1.23272, -0.84414], [4.36662, -2.60752, -0.82951], [3.78122, -3.22541, 0.25981], [3.67244, -4.57486, 0.28097], [3.31393, -2.48972, 1.33068], [3.41895, -1.11223, 1.30453], [4.01970, 1.62707, -1.09199], [2.98045, 2.75624, -0.95718], [0.70452, 1.69488, -1.88803], [-0.38267, 1.16378, -2.42520], [-1.44496, 0.69165, -1.81566], [-1.39026, 0.82311, -0.48691], [-4.71571, 0.18567, 0.94996], [-4.67870, 1.16499, 2.08092], [-5.89968, -0.46929, 0.64320], [-7.93140, -1.38260, -1.31633], [-7.15747, -2.96555, -1.25706], [-7.85621, -2.26004, 0.20907], [-4.92844, -2.32308, -1.99554], [-2.80678, -1.19147, -1.48931], [-0.27527, 1.72438, 2.46491], [1.76067, 1.34173, 1.74438], [2.19844, 3.06006, 1.89702], [4.46915, 2.65087, 1.23551], [4.10741, 1.24343, 2.23040], [4.96627, -0.76072, -1.68141], [4.73860, -3.20222, -1.64875], [2.86241, -2.99218, 2.17163], [3.03468, -0.56222, 2.14824], [4.98498, 2.04572, -1.40506], [3.67194, 0.92953, -1.85494], [2.53586, 2.96982, -1.92814], [3.43335, 3.66720, -0.55554], [-0.38450, 1.10258, -3.50593], [-4.10993, 0.75820, 2.91450], [-5.68743, 1.39260, 2.41727], [-4.19002, 2.08825, 1.77590], [-6.77559, -0.25975, 1.24158]]}

---

(3)
{"formula": "BF4H14O7", "method": "wB97M-V/def2-TZVPD", "total_charge": -1, "e_above_lowest_ev": 0.363, "total_energy_ha": -959.741153, "e_homo_ev": -7.7, "lumo_energy_ev": 2.85, "symbols": ["B", "F", "F", "F", "F", "O", "H", "H", "O", "H", "H", "O", "H", "H", "O", "H", "H", "O", "H", "H", "O", "H", "H", "O", "H", "H"], "positions_angstrom": [[-2.29126, -9.89603, -21.27900], [-2.74245, -9.04366, -20.23932], [-1.06113, -10.41297, -20.92347], [-3.18802, -10.90825, -21.42771], [-2.05454, -9.16962, -22.38349], [-0.04615, -10.94875, -23.53452], [0.27100, -11.83272, -23.34949], [-0.52557, -10.69576, -22.74560], [-4.00259, -10.84828, -23.97021], [-4.03508, -10.91920, -23.01620], [-3.10407, -11.08693, -24.19814], [-5.92356, -11.57035, -19.90007], [-5.01185, -11.49948, -20.18289], [-5.91311, -11.29188, -18.98434], [-5.12128, -7.88551, -19.67845], [-4.20994, -8.17509, -19.63570], [-5.62732, -8.69504, -19.74790], [0.41134, -9.48579, -18.82308], [0.50990, -8.53917, -18.92520], [0.01974, -9.77653, -19.64670], [-0.28410, -12.85718, -20.00755], [-0.29648, -13.33345, -20.83776], [-0.55808, -11.96901, -20.23630], [-2.87118, -6.69108, -22.28519], [-3.31931, -6.80978, -21.44775], [-2.59268, -7.57205, -22.53534]]}

---

(4)
{"formula": "C14H27BrNO2S", "method": "wB97M-V/def2-TZVPD", "total_charge": 1, "e_above_lowest_ev": 9.164, "total_energy_ha": -3726.522167, "e_homo_ev": -11.3, "lumo_energy_ev": -4.99, "symbols": ["S", "C", "C", "C", "C", "C", "N", "C", "C", "C", "Br", "H", "H", "H", "H", "H", "H", "H", "H", "H", "H", "H", "C", "C", "C", "O", "H", "H", "H", "H", "H", "H", "H", "H", "C", "C", "C", "O", "H", "H", "H", "H", "H", "H", "H", "H"], "positions_angstrom": [[4.83174, -1.40827, -1.51864], [4.04004, 0.28311, -1.11599], [2.45027, -0.01894, -0.85295], [1.54311, 1.29513, -0.48213], [-0.04617, 0.77589, -0.52019], [-0.49447, -0.20090, 0.74922], [-1.90066, -0.77192, 0.80161], [-2.94369, -0.49041, -0.30031], [-2.62843, 0.49732, -1.60770], [-1.10429, 1.15668, -1.73062], [-0.51935, 2.34439, -3.24683], [3.72415, -2.29212, -1.67303], [4.15851, 0.91359, -2.10355], [4.59891, 0.81897, -0.23844], [2.35899, -0.80751, 0.01962], [2.01417, -0.47996, -1.85907], [1.68305, 2.21562, -1.19144], [1.80698, 1.65326, 0.62472], [0.25503, -0.47100, 1.62021], [-2.11562, -1.39731, 1.63542], [-3.99534, -0.98744, -0.16072], [-3.42881, 0.72185, -2.43832], [5.16749, 3.53251, 2.54246], [3.65859, 3.56327, 2.35910], [2.99951, 4.51261, 3.34705], [3.13360, 2.25111, 2.54305], [5.43328, 3.18229, 3.54624], [5.62718, 2.83591, 1.83319], [5.60385, 4.52475, 2.39182], [3.41832, 3.87186, 1.33588], [3.18842, 4.19714, 4.37928], [1.91264, 4.51517, 3.21165], [3.37081, 5.53426, 3.22047], [3.34225, 1.96881, 3.44908], [-5.87461, -3.66348, -2.55059], [-4.81544, -3.50192, -1.47198], [-4.23044, -4.84473, -1.06415], [-5.39471, -2.87328, -0.33159], [-6.70807, -4.27830, -2.19251], [-6.29556, -2.69037, -2.82535], [-5.45650, -4.13030, -3.44776], [-4.01601, -2.84752, -1.83614], [-5.00557, -5.50136, -0.65338], [-3.47848, -4.71420, -0.27857], [-3.76296, -5.34692, -1.91674], [-6.10572, -3.44735, -0.00138]]}

---

(5)
{"formula": "C3H6N3S2", "method": "wB97M-V/def2-TZVPD", "total_charge": 1, "e_above_lowest_ev": 1.915, "total_energy_ha": -1078.175063, "e_homo_ev": [-12.7, -12.0], "lumo_energy_ev": [-4.60, -5.17], "symbols": ["C", "C", "C", "N", "N", "N", "S", "S", "H", "H", "H", "H", "H", "H"], "positions_angstrom": [[-0.70893, 0.73704, 0.34946], [-0.06195, -0.64389, 0.53441], [1.15585, -0.71714, -0.39721], [-1.07070, -1.66733, 0.37958], [-1.91567, 0.62531, 0.02961], [0.05916, 1.82139, 0.24972], [-2.33329, -1.10283, -0.32658], [2.62577, -1.53090, 0.07048], [0.35180, -0.64387, 1.51775], [0.81579, -1.06474, -1.41397], [-2.50305, 1.38861, -0.33254], [1.09557, 1.78101, -0.02278], [-0.27721, 2.68652, 0.57857], [2.76686, -1.66920, -1.21652]]}

---

(6)
{"formula": "C7H32N8O9", "method": "wB97M-V/def2-TZVPD", "smiles": "NC(N)=O.NC(N)=O.NC(N)=O.NC(N)=O.CC(C)O.O.O.O.O", "e_above_lowest_ev": 0.134, "total_energy_ha": -1401.246120, "e_homo_ev": -8.6, "lumo_energy_ev": -0.50, "symbols": ["N", "C", "N", "O", "H", "H", "H", "H", "N", "C", "N", "O", "H", "H", "H", "H", "N", "C", "N", "O", "H", "H", "H", "H", "N", "C", "N", "O", "H", "H", "H", "H", "C", "C", "C", "O", "H", "H", "H", "H", "H", "H", "H", "H", "O", "H", "H", "O", "H", "H", "O", "H", "H", "O", "H", "H"], "positions_angstrom": [[-2.64006, -2.61413, 2.63490], [-3.89294, -2.85160, 2.08916], [-4.95524, -3.20580, 2.94768], [-4.14938, -2.70729, 0.86289], [-1.85442, -2.57547, 1.98504], [-2.50354, -2.34618, 3.58487], [-4.83518, -3.53716, 3.89481], [-5.86581, -3.48249, 2.62705], [0.50137, -1.07836, -5.57144], [0.93423, -1.00371, -4.16448], [1.98068, -0.06353, -3.76188], [0.44718, -1.77800, -3.34585], [-0.25122, -1.68375, -5.87815], [1.04584, -0.57319, -6.25009], [2.45813, -0.24543, -2.85431], [2.33192, 0.59796, -4.43877], [0.32791, -0.14502, -0.26921], [-0.46356, -0.72907, 0.72287], [-0.72109, 0.09310, 1.87400], [-0.95173, -1.83363, 0.61080], [0.51527, 0.83700, -0.26892], [0.44817, -0.64395, -1.14390], [-0.02249, 0.79741, 2.06985], [-1.08902, -0.35845, 2.70549], [3.23338, 1.45798, 0.08647], [3.98738, 0.35073, -0.46722], [5.32066, 0.10975, -0.07454], [3.44324, -0.41195, -1.30614], [2.24881, 1.50018, -0.12747], [3.58371, 2.10629, 0.76749], [5.77964, 0.75142, 0.54919], [5.91012, -0.63749, -0.43107], [-0.24723, 2.95192, -1.81312], [-0.38755, 3.33703, -0.36372], [-1.77004, 3.03225, 0.18877], [0.70614, 2.60016, 0.39517], [-0.69964, 1.98691, -2.07139], [0.82493, 2.89288, -2.01422], [-0.78280, 3.68189, -2.43337], [-0.18156, 4.39086, -0.24337], [-1.74792, 3.38966, 1.21769], [-1.92219, 1.94303, 0.14446], [-2.64165, 3.43538, -0.33205], [0.63335, 2.80660, 1.34372], [2.00824, -3.19281, -1.39084], [1.08617, -3.45668, -1.57065], [2.07398, -2.27538, -1.66141], [-1.80854, -0.74053, 4.59394], [-1.29544, -1.11919, 5.31960], [-1.98323, 0.16335, 4.83944], [0.44526, 2.90567, 3.37953], [0.95474, 3.57918, 3.83853], [-0.37738, 2.81975, 3.86419], [-1.03917, -3.46341, -1.65915], [-0.86180, -2.81063, -2.35637], [-1.28864, -2.95406, -0.87447]]}

---

no.,strongest force on any atom (eV/Å)
1,1.84
2,1.08
3,2.24
4,4.97
5,3.91
6,3.54